The following is a DFT calculation (the ωB97M-V functional and the def2-TZVPD basis) of 10 unconnected molecules or ions with the total composition C56H102N15O6.

Last column: Löwdin charge in e.
Geometry (Å):
C1 -12.87 -5.14 -16.51  -0.010
C2 -11.72 -5.26 -17.32  -0.382
C3 -10.58 -6.16 -16.93  -0.399
O1 -9.52 -6.31 -17.65  -0.086
C4 -10.63 -6.81 -15.71  -0.026
C5 -11.79 -6.78 -14.82  -0.324
C6 -13.04 -5.93 -15.37  -0.319
O2 -14.10 -5.94 -14.67  -0.103
O3 -11.79 -7.18 -13.66  -0.014
O4 -11.73 -4.62 -18.40  -0.025
H1 -13.69 -4.52 -16.86  0.088
H2 -9.78 -7.41 -15.42  0.097
C7 -5.56 -4.67 -11.26  -0.029
C8 -6.61 -5.39 -12.11  -0.158
N1 -7.26 -4.58 -13.15  -0.038
C9 -8.05 -5.13 -14.13  -0.012
C10 -8.55 -4.11 -14.90  0.018
N2 -8.07 -2.94 -14.30  -0.069
C11 -7.31 -3.27 -13.23  0.007
C12 -8.29 -1.62 -14.85  0.024
H3 -4.88 -4.19 -11.96  0.101
H4 -5.03 -5.37 -10.61  0.106
H5 -5.97 -4.01 -10.50  0.064
H6 -7.41 -5.89 -11.55  0.095
H7 -6.15 -6.26 -12.58  0.137
H8 -8.01 -6.19 -14.27  0.127
H9 -9.38 -4.09 -15.59  0.124
H10 -6.73 -2.57 -12.64  0.182
H11 -7.47 -1.24 -15.46  0.114
H12 -8.45 -0.92 -14.04  0.114
H13 -9.18 -1.65 -15.48  0.077
C13 -10.10 -11.88 -15.53  -0.070
C14 -8.59 -11.89 -15.66  -0.158
N3 -8.22 -12.04 -17.06  -0.047
C15 -8.36 -13.17 -17.83  0.016
C16 -7.99 -12.91 -19.11  0.039
N4 -7.46 -11.65 -19.06  -0.102
C17 -7.64 -11.10 -17.87  0.001
C18 -6.86 -10.98 -20.19  0.032
H14 -10.56 -12.84 -15.75  0.084
H15 -10.42 -11.04 -16.14  0.074
H16 -10.43 -11.57 -14.54  0.065
H17 -8.08 -12.67 -15.08  0.145
H18 -8.08 -11.02 -15.25  0.127
H19 -8.88 -14.03 -17.41  0.151
H20 -8.05 -13.50 -20.01  0.160
H21 -7.28 -10.13 -17.60  0.161
H22 -7.02 -9.90 -20.07  0.095
H23 -7.38 -11.27 -21.10  0.115
H24 -5.80 -11.21 -20.30  0.122
C19 -17.95 -8.05 -8.61  -0.030
C20 -16.45 -8.02 -8.20  -0.131
N5 -15.57 -7.56 -9.30  -0.028
C21 -15.25 -8.27 -10.41  -0.019
C22 -14.46 -7.53 -11.23  -0.015
N6 -14.43 -6.27 -10.67  -0.080
C23 -15.08 -6.31 -9.50  0.024
C24 -13.83 -5.07 -11.15  -0.002
H25 -18.32 -7.02 -8.64  0.083
H26 -18.47 -8.51 -7.78  0.100
H27 -18.05 -8.55 -9.57  0.071
H28 -16.14 -9.05 -8.00  0.132
H29 -16.28 -7.45 -7.29  0.139
H30 -15.57 -9.30 -10.44  0.146
H31 -13.99 -7.70 -12.18  0.087
H32 -15.29 -5.49 -8.83  0.182
H33 -12.82 -4.85 -10.81  0.076
H34 -14.50 -4.23 -10.94  0.110
H35 -13.84 -4.99 -12.24  0.086
C25 -12.77 -5.43 -21.83  -0.054
C26 -14.04 -5.64 -21.02  -0.132
N7 -14.08 -6.94 -20.33  -0.028
C27 -15.14 -7.81 -20.33  0.030
C28 -14.79 -8.86 -19.52  0.007
N8 -13.49 -8.65 -19.11  -0.075
C29 -13.08 -7.50 -19.67  -0.011
C30 -12.88 -9.37 -18.02  0.006
H36 -12.91 -4.77 -22.69  0.098
H37 -12.36 -6.34 -22.28  0.093
H38 -11.95 -4.97 -21.29  0.062
H39 -14.97 -5.61 -21.59  0.138
H40 -14.06 -4.84 -20.28  0.106
H41 -16.11 -7.64 -20.78  0.151
H42 -15.31 -9.72 -19.14  0.140
H43 -12.12 -7.03 -19.57  0.162
H44 -13.45 -9.22 -17.10  0.086
H45 -11.86 -9.11 -17.75  0.091
H46 -12.96 -10.43 -18.27  0.108
C31 -17.46 -8.74 -15.74  -0.049
C32 -17.15 -9.43 -14.43  -0.145
N9 -15.77 -9.92 -14.29  -0.035
C33 -14.66 -9.12 -14.10  -0.021
C34 -13.64 -9.98 -13.85  -0.021
N10 -14.09 -11.27 -14.03  -0.063
C35 -15.40 -11.21 -14.29  0.020
C36 -13.23 -12.49 -14.03  0.051
H47 -16.74 -7.95 -15.97  0.063
H48 -18.42 -8.24 -15.82  0.088
H49 -17.31 -9.45 -16.56  0.085
H50 -17.80 -10.26 -14.15  0.143
H51 -17.26 -8.66 -13.65  0.117
H52 -14.74 -8.04 -14.19  0.104
H53 -12.59 -9.80 -13.72  0.127
H54 -16.08 -12.04 -14.36  0.185
H55 -12.58 -12.52 -13.16  0.112
H56 -12.69 -12.49 -14.97  0.078
H57 -13.89 -13.35 -13.99  0.116
C37 -9.23 -8.37 -11.42  -0.050
C38 -10.34 -7.68 -10.59  -0.155
N11 -9.95 -6.33 -10.27  -0.050
C39 -10.25 -5.26 -11.07  -0.036
C40 -9.77 -4.13 -10.44  0.005
N12 -9.08 -4.57 -9.33  -0.071
C41 -9.21 -5.89 -9.23  0.025
C42 -8.24 -3.75 -8.47  0.037
H58 -8.29 -8.29 -10.86  0.085
H59 -9.05 -7.90 -12.39  0.056
H60 -9.42 -9.42 -11.63  0.085
H61 -10.45 -8.32 -9.71  0.140
H62 -11.32 -7.73 -11.06  0.105
H63 -10.84 -5.43 -11.96  0.119
H64 -9.96 -3.08 -10.59  0.145
H65 -8.90 -6.58 -8.46  0.189
H66 -7.51 -4.35 -7.93  0.121
H67 -8.83 -3.03 -7.90  0.122
H68 -7.53 -3.17 -9.07  0.092
C43 -18.93 -5.52 -13.61  0.045
C44 -17.48 -5.33 -13.44  -0.404
O5 -16.90 -5.65 -12.44  0.158
N13 -16.69 -4.71 -14.55  0.084
H69 -15.77 -5.21 -14.64  0.113
H70 -17.17 -4.88 -15.43  0.176
C45 -16.41 -3.23 -14.42  0.048
H71 -19.28 -6.27 -12.91  0.114
H72 -19.18 -5.88 -14.62  0.100
H73 -19.52 -4.61 -13.44  0.130
H74 -17.38 -2.80 -14.69  0.118
H75 -15.74 -2.88 -15.20  0.083
H76 -16.21 -2.93 -13.40  0.113
C46 -8.83 -3.47 -19.41  0.038
C47 -7.63 -3.63 -18.50  -0.400
O6 -7.11 -2.76 -17.91  0.181
N14 -7.05 -5.01 -18.46  0.083
H77 -7.73 -5.73 -18.17  0.129
H78 -6.91 -5.30 -19.44  0.191
C48 -5.71 -5.09 -17.77  0.040
H79 -9.65 -3.23 -18.74  0.056
H80 -9.11 -4.35 -19.99  0.092
H81 -8.67 -2.68 -20.14  0.118
H82 -5.41 -6.13 -17.89  0.109
H83 -5.88 -4.91 -16.71  0.087
H84 -5.00 -4.37 -18.16  0.121
C49 -12.88 3.16 -18.97  -0.050
C50 -12.33 1.73 -18.96  -0.218
C51 -13.02 0.81 -17.97  -0.085
N15 -12.52 -0.69 -18.02  -0.245
C52 -11.08 -0.78 -17.59  0.032
C53 -13.36 -1.51 -17.04  -0.118
C54 -14.69 -1.78 -17.73  -0.140
C55 -14.40 -1.61 -19.26  -0.111
C56 -12.92 -1.32 -19.33  -0.101
H85 -13.97 3.10 -18.91  0.087
H86 -12.55 3.61 -19.90  0.095
H87 -12.56 3.82 -18.17  0.091
H88 -11.26 1.72 -18.72  0.113
H89 -12.40 1.28 -19.95  0.108
H90 -14.09 0.65 -18.16  0.126
H91 -12.91 1.11 -16.93  0.141
H92 -10.52 -0.37 -18.42  0.113
H93 -10.92 -1.85 -17.54  0.072
H94 -11.00 -0.22 -16.66  0.113
H95 -12.80 -2.39 -16.72  0.101
H96 -13.54 -0.90 -16.16  0.133
H97 -14.94 -2.84 -17.64  0.088
H98 -15.53 -1.17 -17.39  0.121
H99 -14.65 -2.45 -19.89  0.113
H100 -14.97 -0.73 -19.53  0.126
H101 -12.33 -2.22 -19.46  0.123
H102 -12.70 -0.64 -20.15  0.132

Output
- Highest occupied orbital energy: -20.991 eV
- Lowest unoccupied orbital energy: -13.46 eV
- Charge: +7


The following is a DFT calculation (the ωB97M-V functional and the def2-TZVPD basis) of a molecular structure, C25H20Cl5IrN2O3S.

Last column: Löwdin charge in e.
Geometry (Å):
Ir1 -0.17 0.19 0.72  1.405
O1 -2.24 0.36 -1.90  -0.289
S1 -1.79 -0.99 -1.91  0.627
O2 -2.74 -2.07 -1.98  -0.278
N1 -0.83 -1.20 -0.55  -0.273
C1 -0.48 -2.55 -0.20  -0.229
C2 -0.69 -3.69 -0.92  -0.006
C3 -0.30 -4.96 -0.42  -0.048
C4 0.31 -5.11 0.78  -0.034
C5 0.55 -3.95 1.56  -0.145
C6 1.18 -3.98 2.83  0.001
C7 1.38 -2.83 3.51  -0.029
C8 0.96 -1.61 2.93  -0.090
N2 0.39 -1.56 1.77  -0.048
C9 0.17 -2.70 1.06  -0.157
C10 -0.66 -1.15 -3.26  -0.266
C11 -0.64 -2.28 -4.05  -0.061
C12 0.24 -2.34 -5.12  -0.068
C13 1.09 -1.28 -5.39  -0.071
C14 1.05 -0.14 -4.59  -0.057
C15 0.17 -0.06 -3.53  -0.051
H1 -1.21 -3.65 -1.86  0.077
H2 -0.50 -5.83 -1.03  0.112
H3 0.59 -6.08 1.16  0.116
H4 1.49 -4.93 3.24  0.124
H5 1.86 -2.83 4.48  0.111
H6 1.12 -0.66 3.42  0.099
H7 -1.33 -3.10 -3.86  0.107
H8 0.25 -3.22 -5.76  0.107
H9 1.77 -1.33 -6.23  0.106
H10 1.70 0.70 -4.81  0.111
H11 0.11 0.82 -2.92  0.078
C16 0.53 3.62 2.08  -0.023
C17 0.69 2.34 2.90  -0.672
C18 -0.43 2.22 3.92  -0.024
C19 2.06 2.32 3.57  -0.029
O3 0.62 1.17 2.08  -0.381
H12 0.62 4.50 2.72  0.097
H13 -0.45 3.64 1.60  0.073
H14 1.30 3.67 1.31  0.077
H15 -0.39 3.07 4.61  0.094
H16 -0.34 1.30 4.49  0.084
H17 -1.40 2.22 3.42  0.067
H18 2.16 3.19 4.22  0.091
H19 2.84 2.35 2.82  0.091
H20 2.18 1.42 4.17  0.078
Cl1 1.86 2.14 -1.17  0.665
C20 0.20 2.67 -1.03  -0.729
C21 -0.66 1.92 -0.25  -0.437
C22 -1.95 2.43 -0.09  -0.733
Cl2 -3.03 1.53 0.93  0.692
C23 -2.39 3.58 -0.72  -0.704
Cl3 -4.00 4.14 -0.51  0.691
C24 -1.50 4.29 -1.54  -0.699
Cl4 -2.02 5.72 -2.35  0.681
C25 -0.20 3.83 -1.68  -0.702
Cl5 0.92 4.71 -2.66  0.676

Output
- Highest occupied orbital energy (spin up / spin down): -8.388 / -8.398 eV
- Lowest unoccupied orbital energy (spin up / spin down): -1.72 / -1.51 eV


Calculated energy above the lowest of the compared OMol25 structures with the same formula, charge and spin (kcal per mole), listed in the same order as above: 5.1; 1.4
Calculated strongest force on any atom (eV/Å), listed in the same order as above: 2.71; 0.87